ORCA calculation (ωB97M-V with the def2-TZVPD basis set) on 2 unconnected molecules or ions with the total composition C4H13NOS at a distorted geometry.

Computed properties:
**LUMO energy**: 0.73 eV
**E**: -688.3629 Eh
**Strongest force on any atom**: 0.0454 hartree/bohr
**Gap between HOMO and LUMO**: 9.829 eV
**HOMO level**: -0.334 hartree
**Structure (SMILES)**: NCCCCS.O
**Relative energy (zero: lowest compared OMol25 entry of this formula, charge and spin)**: 67.8 kJ/mol

Last column: natural (NBO) charge in e.
Element x y z (Å)
C (-0.527, 0.127, 1.385)  -0.4083
C (-0.925, 1.148, 0.326)  -0.4219
C (-1.400, 0.539, -0.991)  -0.4971
S (-3.120, -0.103, -0.890)  -0.0704
C (0.683, -0.746, 1.007)  -0.2213
N (1.937, 0.002, 0.690)  -0.8415
H (-1.315, -0.615, 1.554)  0.2039
H (-0.362, 0.603, 2.353)  0.2064
H (-0.011, 1.711, 0.089)  0.2182
H (-1.660, 1.833, 0.730)  0.2161
H (-0.753, -0.281, -1.272)  0.2144
H (-1.653, 1.380, -1.628)  0.2359
H (-3.009, -1.009, 0.087)  0.1079
H (0.450, -1.431, 0.191)  0.1767
H (0.841, -1.395, 1.878)  0.1718
H (2.698, -0.670, 0.711)  0.3610
H (2.034, 0.516, 1.567)  0.3493
H (1.964, -0.329, -1.827)  0.4795
H (1.748, -0.844, -3.282)  0.4678
O (2.381, -0.435, -2.678)  -0.9484

=====

ORCA calculation (ωB97M-V with the def2-TZVPD basis set) on 2 unconnected molecules or ions with the total composition C4H13NOS at a distorted geometry.

Computed properties:
**LUMO energy**: 0.77 eV
**E**: -688.3167 Eh
**Strongest force on any atom**: 0.0862 hartree/bohr
**Gap between HOMO and LUMO**: 9.179 eV
**HOMO level**: -0.309 hartree
**Structure (SMILES)**: CSCCCN.O
**Relative energy (zero: lowest compared OMol25 entry of this formula, charge and spin)**: 189.0 kJ/mol

Last column: natural (NBO) charge in e.
Element x y z (Å)
C (-1.463, -1.409, -1.823)  -0.2246
C (-0.521, -1.526, -0.654)  -0.4334
C (-0.236, -0.095, -0.174)  -0.5737
S (0.731, 0.031, 1.275)  0.1464
C (-0.243, 0.891, 2.689)  -0.7000
N (-2.582, -2.298, -1.754)  -0.8386
H (-1.786, -0.423, -2.092)  0.1985
H (-0.973, -1.578, -2.889)  0.1879
H (-1.011, -2.181, 0.062)  0.2053
H (0.422, -1.965, -0.826)  0.2128
H (0.189, 0.516, -1.000)  0.2188
H (-1.140, 0.523, -0.133)  0.2221
H (-0.962, 1.631, 2.223)  0.2227
H (0.557, 1.540, 3.040)  0.2296
H (-0.610, 0.099, 3.350)  0.2271
H (-2.447, -3.366, -1.667)  0.3585
H (-3.069, -2.189, -0.864)  0.3408
H (5.735, 4.025, 0.079)  0.4644
H (4.277, 3.873, 0.371)  0.4664
O (5.132, 3.901, 0.789)  -0.9309

=====

ORCA calculation (ωB97M-V with the def2-TZVPD basis set) on 2 unconnected molecules or ions with the total composition C4H13NOS2 at a distorted geometry.

Computed properties:
**LUMO energy**: 0.67 eV
**E**: -1086.5613 Eh
**Strongest force on any atom**: 0.0389 hartree/bohr
**Gap between HOMO and LUMO**: 9.219 eV
**HOMO level**: -0.314 hartree
**Structure (SMILES)**: CSSC[C@H](C)N.O
**Relative energy (zero: lowest compared OMol25 entry of this formula, charge and spin)**: 52.4 kJ/mol

Last column: natural (NBO) charge in e.
Element x y z (Å)
N (0.221, 0.883, -2.048)  -0.8440
C (1.243, 0.740, -1.015)  -0.0628
C (0.981, 1.455, 0.292)  -0.6478
C (1.536, -0.795, -0.872)  -0.5367
S (0.108, -1.816, -0.476)  0.0654
S (0.245, -2.011, 1.618)  0.0673
C (-1.037, -0.963, 2.356)  -0.7594
H (0.280, 1.816, -2.414)  0.3579
H (-0.710, 0.771, -1.674)  0.3640
H (2.202, 1.007, -1.470)  0.1907
H (0.110, 2.108, 0.287)  0.2208
H (0.749, 0.715, 1.062)  0.2130
H (1.859, 1.989, 0.648)  0.2170
H (2.033, -1.160, -1.766)  0.2317
H (2.179, -1.008, -0.018)  0.2275
H (-1.498, -1.537, 3.162)  0.2250
H (-1.749, -0.579, 1.641)  0.2668
H (-0.465, -0.198, 2.879)  0.2121
H (-3.498, -0.363, -0.959)  0.4708
H (-2.077, -0.820, -0.839)  0.4803
O (-2.713, -0.232, -0.393)  -0.9597

=====

ORCA calculation (ωB97M-V with the def2-TZVPD basis set) on 4 unconnected molecules or ions with the total composition C4H13NOS2 at a distorted geometry.

Computed properties:
**LUMO energy**: -3.27 eV
**E**: -1086.2803 Eh
**Strongest force on any atom**: 0.0915 hartree/bohr
**Gap between HOMO and LUMO**: 5.883 eV
**HOMO level**: -0.336 hartree
**Relative energy (zero: lowest compared OMol25 entry of this formula, charge and spin)**: 790.3 kJ/mol

Last column: natural (NBO) charge in e.
Element x y z (Å)
S (3.634, 0.474, -2.481)  -0.1448
S (-0.744, -1.693, 2.305)  0.0269
C (-0.589, -0.003, 2.260)  -0.6393
C (-0.647, 0.620, 0.884)  -0.2127
N (0.543, 0.449, 0.059)  -0.6559
C (1.105, 1.402, -0.961)  -0.0991
C (0.221, 1.597, -2.146)  -0.6513
H (1.160, -2.262, 1.709)  0.1203
H (0.428, 0.154, 2.761)  0.2436
H (-1.311, 0.489, 2.861)  0.2473
H (-0.757, 1.776, 1.133)  0.1982
H (-1.627, 0.259, 0.356)  0.1866
H (0.677, -0.451, -0.328)  0.3716
H (1.395, 2.174, -0.384)  0.2027
H (2.036, 1.000, -1.391)  0.1481
H (-0.867, 1.368, -2.006)  0.2283
H (0.534, 0.903, -2.943)  0.2302
H (0.311, 2.690, -2.580)  0.2236
H (-1.844, -4.449, 0.286)  0.4634
H (-1.766, -2.950, 0.707)  0.4763
O (-1.892, -3.549, -0.100)  -0.9640

=====

ORCA calculation (ωB97M-V with the def2-TZVPD basis set) on a single C4H13NP2S2 molecule at a distorted geometry.

Computed properties:
**LUMO energy**: 0.53 eV
**E**: -1694.0429 Eh
**Strongest force on any atom**: 0.0899 hartree/bohr
**Gap between HOMO and LUMO**: 8.889 eV
**HOMO level**: -0.307 hartree
**Structure (SMILES)**: CP(C)(=N)SP(C)(C)=S
**Relative energy (zero: lowest compared OMol25 entry of this formula, charge and spin)**: 87.2 kJ/mol

Last column: natural (NBO) charge in e.
Element x y z (Å)
C (2.468, 0.600, -1.969)  -0.9524
C (-0.369, 0.982, -2.236)  -1.0019
C (-0.202, 0.241, 2.642)  -0.9594
C (-1.506, -2.333, 1.485)  -0.9458
N (-1.759, 0.128, 0.127)  -1.3814
P (0.905, 0.874, -0.956)  1.1740
P (-0.810, -0.612, 1.092)  1.6200
S (0.926, 2.347, 0.392)  -0.5919
S (0.901, -1.067, -0.048)  -0.3900
H (3.261, 1.384, -1.778)  0.2607
H (2.897, -0.264, -1.610)  0.2366
H (2.183, 0.659, -3.102)  0.2420
H (-1.287, 1.017, -1.774)  0.2882
H (0.000, 1.581, -3.077)  0.2510
H (-0.469, 0.015, -2.757)  0.2522
H (0.807, 0.155, 2.565)  0.2460
H (-0.449, 1.285, 2.597)  0.2645
H (-0.715, -0.179, 3.623)  0.2420
H (-1.234, -2.935, 0.660)  0.2453
H (-0.932, -2.860, 2.180)  0.2366
H (-2.577, -2.106, 1.613)  0.2610
H (-2.039, 1.090, 0.331)  0.4026

=====

ORCA calculation (ωB97M-V with the def2-TZVPD basis set) on 2 unconnected molecules or ions with the total composition C4H13NSi at a distorted geometry.

Computed properties:
**LUMO energy**: 0.98 eV
**E**: -504.4018 Eh
**Strongest force on any atom**: 0.0790 hartree/bohr
**Gap between HOMO and LUMO**: 10.613 eV
**HOMO level**: -0.354 hartree
**Structure (SMILES)**: C[SiH2]N.C=CC
**Relative energy (zero: lowest compared OMol25 entry of this formula, charge and spin)**: 158.5 kJ/mol

Last column: natural (NBO) charge in e.
Element x y z (Å)
C (1.128, 3.111, 0.869)  -0.6640
C (-1.293, 2.197, 0.932)  -0.4084
C (-1.053, -1.545, -1.362)  -1.1102
C (-0.046, 2.215, 0.519)  -0.1652
N (0.431, -3.647, 0.213)  -1.2710
Si (0.591, -2.315, -0.828)  1.3297
H (1.135, 3.299, 2.005)  0.2168
H (0.962, 4.226, 0.473)  0.2268
H (2.106, 2.666, 0.538)  0.2251
H (-1.608, 2.795, 1.742)  0.1838
H (-1.996, 1.409, 0.705)  0.1987
H (-1.001, -0.996, -2.337)  0.2453
H (-1.421, -0.776, -0.638)  0.2361
H (-1.742, -2.352, -1.538)  0.2298
H (0.293, 1.557, -0.249)  0.1869
H (1.238, -4.122, 0.277)  0.3800
H (-0.189, -3.703, 1.018)  0.4011
H (1.362, -2.939, -1.983)  -0.2000
H (1.104, -1.079, -0.356)  -0.2413

=====

ORCA calculation (ωB97M-V with the def2-TZVPD basis set) on a molecular structure, C4H14BrF2NO10S2V at a distorted geometry.

Computed properties:
**LUMO energy (alpha / beta)**: -0.04 / -0.04 eV
**E**: -5482.1629 Eh
**<S²>**: 3.755
**Strongest force on any atom**: 0.1156 hartree/bohr
**Gap between HOMO and LUMO (alpha / beta)**: 8.347 / 9.377 eV
**HOMO level (alpha / beta)**: -0.308 / -0.346 hartree
**Multiplicity**: 4

Last column: natural (NBO) charge in e.
Element x y z (Å)
V (-11.196, -9.297, 4.780)  1.1495
N (-10.107, -10.392, 2.570)  -1.1626
S (-9.085, -9.774, 1.470)  2.4526
O (-9.517, -8.384, 1.216)  -0.9476
O (-8.292, -10.421, 0.483)  -0.8217
F (-7.966, -9.312, 2.562)  -0.5270
S (-11.122, -11.491, 1.895)  2.4744
O (-11.387, -11.444, 0.464)  -0.8763
O (-12.272, -11.564, 2.800)  -0.9720
F (-10.606, -12.915, 2.170)  -0.4582
Br (-10.758, -11.314, 6.225)  -0.6252
O (-13.231, -9.508, 4.591)  -0.9233
H (-13.244, -10.129, 3.832)  0.5287
H (-13.692, -8.739, 4.258)  0.4925
O (-9.127, -8.660, 5.652)  -0.9472
H (-8.231, -8.729, 5.336)  0.5027
H (-9.155, -9.405, 6.288)  0.5105
O (-10.890, -7.602, 3.445)  -0.9691
H (-10.549, -6.733, 3.654)  0.5018
H (-10.333, -7.921, 2.674)  0.5191
C (-9.510, -5.520, 9.447)  -0.6429
C (-10.523, -6.656, 9.219)  -0.0672
O (-11.078, -6.518, 7.842)  -0.4845
C (-11.632, -7.630, 7.286)  1.0480
O (-11.879, -7.611, 6.071)  -0.6657
O (-11.572, -8.775, 8.011)  -0.5178
C (-12.841, -9.437, 8.175)  -0.2592
H (-8.572, -5.687, 8.990)  0.2208
H (-9.208, -5.293, 10.480)  0.2326
H (-9.966, -4.568, 9.124)  0.2246
H (-11.380, -6.640, 9.906)  0.1906
H (-10.028, -7.609, 9.306)  0.2043
H (-13.668, -8.787, 7.916)  0.1826
H (-12.934, -9.736, 9.197)  0.2004
H (-12.813, -10.273, 7.485)  0.2320

=====

ORCA calculation (ωB97M-V with the def2-TZVPD basis set) on a molecular structure, C4H14F9N2O15S3Y at a distorted geometry.

Computed properties:
**LUMO energy**: -0.85 eV
**E**: -3530.9435 Eh
**Strongest force on any atom**: 0.0485 hartree/bohr
**Gap between HOMO and LUMO**: 8.634 eV
**HOMO level**: -0.348 hartree
**Relative energy (zero: lowest compared OMol25 entry of this formula, charge and spin)**: 0.0 kJ/mol

Last column: natural (NBO) charge in e.
Element x y z (Å)
Y (26.049, -6.163, -26.782)  2.0531
C (23.386, -3.433, -29.715)  0.7404
F (24.205, -2.669, -30.386)  -0.2890
F (23.306, -2.972, -28.468)  -0.3310
F (22.185, -3.414, -30.281)  -0.3131
S (23.942, -5.261, -29.619)  2.3239
O (24.578, -5.325, -28.304)  -1.0571
O (22.712, -6.031, -29.692)  -0.9654
O (24.849, -5.523, -30.731)  -0.9644
C (27.852, -10.480, -26.783)  0.7263
F (27.492, -10.189, -28.030)  -0.3177
F (27.748, -11.786, -26.594)  -0.3018
F (29.117, -10.138, -26.547)  -0.3110
S (26.696, -9.642, -25.577)  2.3429
O (25.412, -10.315, -25.768)  -0.9965
O (27.247, -9.838, -24.262)  -0.9453
O (26.647, -8.231, -25.995)  -1.0500
C (28.612, -2.101, -27.367)  0.7178
F (27.868, -1.834, -26.273)  -0.3368
F (28.919, -0.982, -27.992)  -0.2924
F (29.721, -2.718, -26.885)  -0.3337
S (27.700, -3.272, -28.535)  2.3465
O (26.694, -2.485, -29.208)  -0.9362
O (28.761, -3.754, -29.400)  -0.9691
O (27.101, -4.298, -27.676)  -1.0610
O (24.571, -7.967, -27.776)  -0.9276
H (24.767, -8.624, -28.454)  0.4977
H (23.808, -8.319, -27.307)  0.5058
O (26.932, -6.861, -28.750)  -0.9409
H (26.748, -7.446, -29.496)  0.5321
H (27.800, -6.477, -28.948)  0.5131
O (26.567, -5.933, -24.508)  -0.9352
H (27.330, -6.332, -24.069)  0.5145
H (26.025, -5.573, -23.798)  0.5123
O (24.882, -4.310, -25.898)  -0.9340
H (24.019, -4.408, -25.484)  0.5049
H (25.105, -3.373, -25.810)  0.5202
O (28.484, -6.130, -26.476)  -0.9312
H (29.193, -5.911, -25.861)  0.5135
H (28.938, -6.390, -27.285)  0.4995
C (23.171, -7.422, -24.733)  0.8071
O (24.089, -6.879, -25.356)  -0.7248
N (23.213, -8.752, -24.435)  -0.8403
N (22.065, -6.787, -24.271)  -0.8156
H (22.439, -9.306, -24.114)  0.3933
H (23.936, -9.352, -24.821)  0.4458
H (22.012, -5.789, -24.242)  0.4088
H (21.366, -7.389, -23.883)  0.4012

=====

ORCA calculation (ωB97M-V with the def2-TZVPD basis set) on a molecular structure, C4H14IN3SV at a distorted geometry.

Computed properties:
**LUMO energy (alpha / beta)**: -0.22 / -0.33 eV
**E**: -1964.7883 Eh
**<S²>**: 3.773
**Strongest force on any atom**: 0.0820 hartree/bohr
**Gap between HOMO and LUMO (alpha / beta)**: 6.796 / 7.378 eV
**HOMO level (alpha / beta)**: -0.258 / -0.283 hartree
**Multiplicity**: 4
**Relative energy (zero: lowest compared OMol25 entry of this formula, charge and spin)**: 0.0 kJ/mol

Last column: natural (NBO) charge in e.
Element x y z (Å)
C (-1.485, -1.989, -0.871)  -0.7636
C (0.639, -1.787, -1.592)  -0.7904
H (-1.571, -2.774, -0.107)  0.2089
H (-1.479, -2.466, -1.858)  0.2079
H (-2.439, -1.423, -0.817)  0.2049
H (1.696, -1.443, -1.569)  0.1897
H (0.695, -2.872, -1.471)  0.2063
H (0.277, -1.531, -2.597)  0.1965
V (-0.136, -0.505, 0.097)  0.6329
C (-0.781, 0.539, -1.608)  -1.0580
H (0.100, 0.921, -2.169)  0.1689
H (-1.385, 1.405, -1.269)  0.1959
H (-1.391, -0.096, -2.286)  0.2078
I (0.899, -2.233, 1.620)  -0.3483
N (1.449, 0.842, 0.217)  -0.6126
N (1.086, 1.806, 1.223)  -0.4330
C (-0.049, 1.599, 1.936)  0.3316
N (-0.180, 2.341, 3.063)  -0.7575
S (-1.444, 0.739, 1.447)  0.0069
H (2.349, 0.393, 0.444)  0.3964
H (1.647, 1.339, -0.661)  0.3937
H (1.902, 2.177, 1.719)  0.3911
H (-1.002, 2.199, 3.642)  0.4313
H (0.603, 2.820, 3.468)  0.3929

=====

ORCA calculation (ωB97M-V with the def2-TZVPD basis set) on 2 unconnected molecules or ions with the total composition C4H14N at a distorted geometry.

Computed properties:
**LUMO energy**: -3.59 eV
**E**: -215.2229 Eh
**Strongest force on any atom**: 0.1014 hartree/bohr
**Gap between HOMO and LUMO**: 11.484 eV
**HOMO level**: -0.554 hartree
**Charge**: +1
**Relative energy (zero: lowest compared OMol25 entry of this formula, charge and spin)**: 225.9 kJ/mol

Last column: natural (NBO) charge in e.
Element x y z (Å)
C (1.776, -0.378, -0.164)  -0.2525
C (1.564, -1.030, 1.238)  -0.6889
N (1.442, 1.158, 0.190)  -0.6694
H (2.849, -0.641, -0.392)  0.2709
H (0.971, -0.937, -0.839)  0.2739
H (0.806, -1.857, 1.040)  0.2484
H (0.922, -0.503, 2.005)  0.2308
H (0.457, 1.347, -0.035)  0.4520
H (1.396, 1.316, 1.180)  0.4377
H (2.055, 1.763, -0.173)  0.4269
H (2.460, -1.559, 1.676)  0.2618
C (-2.438, 0.297, 0.013)  -0.5680
C (-2.290, -0.133, -1.395)  -0.6028
H (-3.058, 1.150, 0.191)  0.2240
H (-2.804, -0.502, 0.662)  0.2242
H (-1.385, 0.561, 0.493)  0.1122
H (-1.765, 0.750, -2.050)  0.1923
H (-1.530, -0.924, -1.393)  0.1867
H (-3.139, -0.604, -1.845)  0.2397

=====

ORCA calculation (ωB97M-V with the def2-TZVPD basis set) on 2 unconnected molecules or ions with the total composition C4H14N at a distorted geometry.

Computed properties:
**LUMO energy**: -3.71 eV
**E**: -215.2711 Eh
**Strongest force on any atom**: 0.0388 hartree/bohr
**Gap between HOMO and LUMO**: 10.677 eV
**HOMO level**: -0.529 hartree
**Charge**: +1
**Relative energy (zero: lowest compared OMol25 entry of this formula, charge and spin)**: 99.2 kJ/mol

Last column: natural (NBO) charge in e.
Element x y z (Å)
C (2.274, -1.390, -0.986)  -0.6013
C (3.417, -1.002, -0.034)  -0.6137
H (1.362, -0.811, -0.771)  0.1510
H (2.055, -2.450, -1.081)  0.2205
H (2.519, -1.052, -2.002)  0.2137
H (2.908, -0.939, 0.924)  0.1916
H (4.200, -1.762, -0.037)  0.2228
H (3.964, -0.083, -0.226)  0.2170
C (-2.140, -0.204, -0.498)  -0.4218
N (-1.761, 0.545, 0.757)  -0.4887
C (-1.812, 2.030, 0.779)  -0.4501
H (-2.049, -1.273, -0.306)  0.2449
H (-3.202, -0.013, -0.652)  0.2357
H (-1.522, 0.053, -1.348)  0.2475
H (-0.768, 0.314, 0.858)  0.4439
H (-2.352, 0.204, 1.497)  0.4437
H (-1.504, 2.519, -0.143)  0.2495
H (-1.134, 2.430, 1.538)  0.2475
H (-2.780, 2.422, 1.079)  0.2462